Arrangement i

DFT (ωB97M-V/def2-TZVPD) results for 2 unconnected molecules or ions with the total composition C3H7N3O.

Structure (ORCA input):
```
! wB97M-V def2-TZVPD RIJCOSX def2/J DEFGRID3
* xyz 0 1
C 1.5538 -1.4557 0.6420
C -1.6384 -0.6726 -0.5790
C -2.0119 0.5508 0.0267
H 1.6420 -2.3289 0.0123
H 2.5540 -0.9123 0.5188
H 1.2781 -1.7607 1.6638
H 0.3036 0.2506 0.7220
H -2.3783 -1.3219 -1.1153
H 2.4736 1.8257 0.5717
H 1.9637 0.9774 -0.6355
N 0.6134 -0.4482 0.0163
N -0.4585 -1.1265 -0.4949
N -2.4442 1.4457 0.6324
O 2.5958 1.7048 -0.4191
*
```

Calculated values
HOMO = -10.14 eV

Here are the Löwdin charges for atoms 1 to 6, given in e: number 1, C, carries -0.0671; number 2, C, carries -0.1763; number 3, C, carries -0.2170; number 4, H, carries 0.0676; number 5, H, carries 0.0907; number 6, H, carries 0.0799

Arrangement ii

DFT (ωB97M-V/def2-TZVPD) results for C3H7N3O in the gas phase.

Structure (ORCA input):
```
! wB97M-V def2-TZVPD RIJCOSX def2/J DEFGRID3
* xyz 0 1
C -2.9594 -0.9237 -0.0051
C -2.0343 0.3242 0.1209
C 1.2083 0.8831 0.0876
H -2.4531 -1.8863 -0.1216
H -3.7799 -0.9848 0.8768
H -3.5338 -0.5760 -0.9668
H -2.4668 1.2989 0.2963
H 2.0337 1.6446 -0.0506
H 1.0152 -1.0643 -0.0140
H 3.5545 -0.7544 0.5953
N -0.7964 0.2073 -0.1863
N -0.0150 1.2888 -0.1137
N 1.6318 -0.4209 0.3251
O 2.8250 -0.8633 -0.2514
*
```

Calculated values
HOMO = -8.77 eV

Here are the Löwdin charges for atoms 1 to 6, given in e: number 1, C, carries -0.0934; number 2, C, carries -0.1897; number 3, C, carries -0.1812; number 4, H, carries 0.0514; number 5, H, carries 0.1053; number 6, H, carries 0.0920

Arrangement iii

DFT (ωB97M-V/def2-TZVPD) results for 2 unconnected molecules or ions with the total composition C3H7N3O.

Structure (ORCA input):
```
! wB97M-V def2-TZVPD RIJCOSX def2/J DEFGRID3
* xyz 0 1
C -1.3780 -1.2381 1.9059
C 0.1776 1.1824 -0.8550
C 1.4766 -0.7655 -0.1871
N -2.3640 -1.8981 1.7342
N -0.3422 -0.6727 2.0094
N 1.3576 0.4818 -0.6129
O 2.5258 -1.0464 0.4081
H -0.4363 1.2964 0.0839
H 0.4434 2.1087 -1.3201
H -0.4083 0.5902 -1.6136
H 0.5315 -1.3854 -0.1141
H 0.4109 -0.8409 2.6602
H 2.2399 1.0347 -0.4396
H -3.3508 -1.8144 1.8199
*
```

Calculated values
HOMO = -9.20 eV

Here are the Löwdin charges for atoms 1 to 6, given in e: number 1, C, carries -0.4142; number 2, C, carries -0.1285; number 3, C, carries -0.4013; number 4, N, carries 0.1694; number 5, N, carries 0.1557; number 6, N, carries -0.0722

The most stable arrangement is arrangement iii, and the next structure is 90.3 kJ/mol less stable.

Arrangement i

DFT (ωB97M-V/def2-TZVPD) results for C8H6 in the gas phase.

Structure (ORCA input):
```
! wB97M-V def2-TZVPD RIJCOSX def2/J DEFGRID3
* xyz 0 1
C -1.4601 -0.2034 0.3263
C -2.3360 0.9191 -0.2058
C 2.2216 0.9262 -0.3393
C -0.6680 -1.2604 0.0104
C 1.7922 -0.1890 0.5487
C -1.1196 1.2222 0.4892
C 0.7099 0.7557 -0.3767
C 0.5755 -0.6131 -0.0898
H -3.3778 1.2720 0.0793
H -2.1516 0.9957 -1.3372
H 2.7161 1.7637 0.0121
H 2.5796 0.6474 -1.3461
H -0.6516 -2.2817 -0.4538
H 1.7208 -0.0519 1.5571
*
```

Calculated values
HOMO (alpha / beta) = -8.08 / -8.08 eV

Here are the Löwdin charges for atoms 1 to 6, given in e: number 1, C, carries -0.2392; number 2, C, carries -0.1581; number 3, C, carries -0.0652; number 4, C, carries -0.0394; number 5, C, carries 0.0211; number 6, C, carries 0.0159

Arrangement ii

DFT (ωB97M-V/def2-TZVPD) results for C8H6 in the gas phase.

Structure (ORCA input):
```
! wB97M-V def2-TZVPD RIJCOSX def2/J DEFGRID3
* xyz 0 1
C -3.4025 0.3991 0.0578
C -2.7454 -0.6825 -0.2482
C 0.8720 -0.8204 -0.0060
C -0.2110 -1.6029 -0.0585
C 0.5501 0.6073 -0.3071
C -1.8125 0.4517 0.5680
C -0.9244 0.6725 -0.5598
C -1.3412 -0.7456 -0.2767
H 1.8800 -1.0140 0.1993
H -0.3054 -2.6499 0.3156
H 0.8072 1.0011 0.6139
H 1.2555 1.1894 -1.0258
H -1.7697 0.5351 1.6944
H -1.3086 1.3162 -1.3631
*
```

Calculated values
HOMO = -8.51 eV

Here are the Löwdin charges for atoms 1 to 6, given in e: number 1, C, carries 0.0590; number 2, C, carries -0.0256; number 3, C, carries -0.0586; number 4, C, carries -0.0041; number 5, C, carries -0.1341; number 6, C, carries -0.1913

The most stable arrangement is arrangement ii, and the next structure is 302.0 kJ/mol less stable.

Arrangement i

DFT (ωB97M-V/def2-TZVPD) results for 2 unconnected molecules or ions with the total composition C5H5Cl.

Structure (ORCA input):
```
! wB97M-V def2-TZVPD RIJCOSX def2/J DEFGRID3
* xyz 0 1
C -1.5514 -0.2446 0.0324
C -1.1709 -0.7605 -1.0010
C -1.7976 0.3904 1.1794
C 1.4457 -0.0177 0.1026
C 2.4077 0.0517 -0.7588
Cl 0.8313 0.3254 1.5475
H -2.1368 1.4402 1.1716
H -2.3202 -0.1171 2.0095
H 2.2480 -0.3728 -1.7508
H 3.2685 0.5290 -0.6220
H -1.2244 -1.2240 -1.9103
*
```

Calculated values
HOMO (alpha / beta) = -8.10 / -8.07 eV

Here are the Löwdin charges for atoms 1 to 6, given in e: number 1, C, carries -0.3286; number 2, C, carries 0.1271; number 3, C, carries -0.1280; number 4, C, carries -0.6238; number 5, C, carries -0.0717; number 6, Cl, carries 0.8083

Arrangement ii

DFT (ωB97M-V/def2-TZVPD) results for C5H5Cl in the gas phase.

Structure (ORCA input):
```
! wB97M-V def2-TZVPD RIJCOSX def2/J DEFGRID3
* xyz 0 1
C -1.5441 2.1546 0.7943
C -0.9287 1.3513 0.0981
C 0.0219 -0.9069 -0.2646
C -0.0826 0.5462 -0.6522
C 1.4127 -1.2478 0.2834
Cl 2.5226 -2.3393 -0.4366
H -2.5224 2.5101 0.9891
H -0.8170 -1.0686 0.4923
H -0.1447 -1.6555 -0.9496
H 0.3255 1.1648 -1.4307
H 1.7567 -0.5087 1.0766
*
```

Calculated values
HOMO (alpha / beta) = -8.45 / -8.18 eV

Here are the Löwdin charges for atoms 1 to 6, given in e: number 1, C, carries 0.1112; number 2, C, carries -0.1759; number 3, C, carries -0.2811; number 4, C, carries -0.0865; number 5, C, carries -0.5657; number 6, Cl, carries 0.5990

The most stable arrangement is arrangement ii, and the next structure is 156.6 kJ/mol less stable.

Arrangement i

DFT (ωB97M-V/def2-TZVPD) results for C3H8N2 in the gas phase.

Structure (ORCA input):
```
! wB97M-V def2-TZVPD RIJCOSX def2/J DEFGRID3
* xyz 0 1
C 0.9541 -0.5034 -1.1626
C -0.3724 -1.1792 -1.2457
C 0.3907 1.1803 1.3493
N -0.2079 0.0366 -0.5184
N 0.0016 -0.1141 0.8340
H 1.7075 -0.8249 -0.5471
H 1.3830 -0.0786 -2.1940
H -0.9168 -1.0504 -2.2455
H -0.4631 -2.0935 -0.6066
H 0.3414 1.1953 2.4419
H 1.2309 1.5312 0.8609
H -0.4963 1.7312 1.0470
H 0.6430 -0.8294 0.9662
*
```

Calculated values
HOMO = -8.74 eV

Here are the Löwdin charges for atoms 1 to 6, given in e: number 1, C, carries -0.1766; number 2, C, carries -0.1379; number 3, C, carries -0.0944; number 4, N, carries -0.1704; number 5, N, carries -0.1449; number 6, H, carries 0.0617

Arrangement ii

DFT (ωB97M-V/def2-TZVPD) results for 2 unconnected molecules or ions with the total composition C3H8N2.

Structure (ORCA input):
```
! wB97M-V def2-TZVPD RIJCOSX def2/J DEFGRID3
* xyz 0 1
C -0.8036 -0.9866 -0.3076
C -0.0808 -0.3100 0.6852
N -0.7525 0.4500 1.6587
N 0.3025 0.3121 -1.7477
C 1.2755 -0.1572 0.4678
H -0.2405 1.2454 2.0105
H -1.7058 0.6932 1.4339
H -0.0874 1.1392 -1.2901
H 0.6380 0.6581 -2.6638
H -0.3451 -1.8076 -0.8321
H -1.8840 -0.8971 -0.3458
H 1.8674 0.5212 1.0696
H 1.8164 -0.8608 -0.1385
*
```

Calculated values
HOMO (alpha / beta) = -7.82 / -7.75 eV

Here are the Löwdin charges for atoms 1 to 6, given in e: number 1, C, carries 0.0407; number 2, C, carries -0.5185; number 3, N, carries 0.0645; number 4, N, carries 0.0001; number 5, C, carries 0.0582; number 6, H, carries 0.0790

Arrangement iii

DFT (ωB97M-V/def2-TZVPD) results for C3H8N2 in the gas phase.

Structure (ORCA input):
```
! wB97M-V def2-TZVPD RIJCOSX def2/J DEFGRID3
* xyz 0 1
C 2.1718 0.0485 0.0832
C -0.1571 0.8523 -0.1873
C -2.2211 -0.3068 -0.0236
H 2.5354 -1.0117 0.5657
H 2.1221 0.7298 1.0350
H 2.8677 0.4623 -0.6387
H 0.3931 -1.1996 0.0613
H 0.4089 1.8078 -0.2590
H -2.4450 -0.8377 1.0582
H -1.6599 -1.1537 -0.6927
H -3.3143 -0.0459 -0.4874
N 0.7063 -0.2068 -0.5444
N -1.4078 0.8617 0.0295
*
```

Calculated values
HOMO = -9.09 eV

Here are the Löwdin charges for atoms 1 to 6, given in e: number 1, C, carries -0.1095; number 2, C, carries -0.3381; number 3, C, carries -0.2164; number 4, H, carries 0.1078; number 5, H, carries 0.0850; number 6, H, carries 0.0417

The most stable arrangement is arrangement iii, and the next structure is 62.3 kJ/mol less stable.

Arrangement i

DFT (ωB97M-V/def2-TZVPD) results for C3H6O3 in the gas phase.

Structure (ORCA input):
```
! wB97M-V def2-TZVPD RIJCOSX def2/J DEFGRID3
* xyz 0 1
O -0.6657 0.3734 2.1593
C 0.3513 0.1576 1.2235
C -0.1221 -0.1636 -0.1758
O -1.3664 -0.6595 -0.2646
C 0.6988 -0.1347 -1.3714
O -0.2578 0.8687 -1.5738
H -1.5109 0.1678 1.7364
H 1.0057 -0.6656 1.5711
H 0.9880 1.0419 1.1333
H 0.6839 -0.9956 -2.0405
H 1.7039 0.2656 -1.2286
H -1.5088 -0.2560 -1.1688
*
```

Calculated values
HOMO = -9.92 eV

Here are the Löwdin charges for atoms 1 to 6, given in e: number 1, O, carries -0.0298; number 2, C, carries -0.1732; number 3, C, carries -0.3113; number 4, O, carries 0.0593; number 5, C, carries -0.2060; number 6, O, carries -0.0940

Arrangement ii

DFT (ωB97M-V/def2-TZVPD) results for C3H6O3 in the gas phase.

Structure (ORCA input):
```
! wB97M-V def2-TZVPD RIJCOSX def2/J DEFGRID3
* xyz 0 1
C 1.0272 0.8520 0.4040
C 0.3974 -0.1594 -0.4916
C -1.0078 -0.4229 0.0084
H 2.0756 0.9762 0.0488
H 0.4649 1.8324 0.5857
H 1.1764 0.4593 1.3922
H 0.3021 0.3240 -1.5354
H 0.5063 -1.8317 0.2100
H -2.7754 0.3258 -0.0306
O 1.0522 -1.4011 -0.5890
O -1.9648 0.4871 -0.5563
O -1.2541 -1.4416 0.5537
*
```

Calculated values
HOMO = -10.66 eV

Here are the Löwdin charges for atoms 1 to 6, given in e: number 1, C, carries -0.0534; number 2, C, carries -0.4267; number 3, C, carries -0.4329; number 4, H, carries 0.0980; number 5, H, carries 0.1192; number 6, H, carries 0.0733

The most stable arrangement is arrangement ii, and the next structure is 212.0 kJ/mol less stable.

Arrangement i

DFT (ωB97M-V/def2-TZVPD) results for a molecular structure, C3H6O3.

Structure (ORCA input):
```
! wB97M-V def2-TZVPD RIJCOSX def2/J DEFGRID3
* xyz 0 1
C -1.1171 0.7012 0.1175
C 0.3747 0.9047 -0.2754
C 0.6411 -0.5237 0.0594
O 1.7230 -0.8513 0.7684
O -1.8449 0.0547 -0.7246
O 0.1144 -1.4407 -0.7103
H 1.7629 -1.8173 0.8513
H -0.8748 -1.0248 -0.9644
H -1.5654 1.4689 0.7603
H -0.6427 -0.2013 1.0417
H 0.5276 1.1558 -1.3262
H 0.9011 1.5740 0.4022
*
```

Calculated values
HOMO = -9.05 eV

Here are the Löwdin charges for atoms 1 to 6, given in e: number 1, C, carries -0.3695; number 2, C, carries -0.0619; number 3, C, carries -0.4946; number 4, O, carries 0.1393; number 5, O, carries -0.1251; number 6, O, carries 0.0766

Arrangement ii

DFT (ωB97M-V/def2-TZVPD) results for C3H6O3 in the gas phase.

Structure (ORCA input):
```
! wB97M-V def2-TZVPD RIJCOSX def2/J DEFGRID3
* xyz 0 1
C -0.4180 1.1971 -0.0474
C -0.8485 -1.0435 -0.2758
C 0.8992 -0.0775 0.8862
H -0.9859 1.1678 0.8639
H -0.5487 2.2391 -0.5581
H -1.5006 -1.0471 0.5023
H -1.2636 -1.9117 -0.9638
H 1.8504 -0.6142 1.2052
H 0.1906 -0.1616 1.6522
O -0.7518 0.1529 -1.1062
O 0.4471 -1.2482 0.0725
O 0.8624 1.0791 0.2737
*
```

Calculated values
HOMO = -10.30 eV

Here are the Löwdin charges for atoms 1 to 6, given in e: number 1, C, carries -0.2180; number 2, C, carries -0.2783; number 3, C, carries -0.2298; number 4, H, carries 0.1261; number 5, H, carries 0.1748; number 6, H, carries 0.0876

Arrangement iii

DFT (ωB97M-V/def2-TZVPD) results for C3H6O3 in the gas phase.

Structure (ORCA input):
```
! wB97M-V def2-TZVPD RIJCOSX def2/J DEFGRID3
* xyz 0 1
O -2.5500 0.6045 -0.1406
C -1.5195 0.0290 0.0650
O -1.4609 -1.2564 0.4860
C -0.1585 0.6528 -0.1348
C 1.0589 -0.2550 -0.0637
O 2.1365 0.4206 -0.7271
H -2.3734 -1.4938 0.7199
H -0.0795 1.4141 0.6386
H -0.1951 1.1798 -1.0881
H 0.8950 -1.2179 -0.5423
H 1.3283 -0.3795 0.9815
H 2.9182 0.3018 -0.1944
*
```

Calculated values
HOMO = -10.54 eV

Here are the Löwdin charges for atoms 1 to 6, given in e: number 1, O, carries 0.1081; number 2, C, carries -0.5270; number 3, O, carries 0.1001; number 4, C, carries -0.0786; number 5, C, carries -0.2443; number 6, O, carries -0.0660

Arrangement iv

DFT (ωB97M-V/def2-TZVPD) results for C3H6O3 in the gas phase.

Structure (ORCA input):
```
! wB97M-V def2-TZVPD RIJCOSX def2/J DEFGRID3
* xyz 0 1
O 1.2995 -0.2437 0.5150
C 0.8443 0.6919 -0.5277
C -0.6360 0.6005 -0.1270
O -1.4956 0.0381 -1.0609
C -0.2303 -0.4410 0.9565
O -0.3268 -1.6929 0.5511
H 0.9264 -1.3209 0.2204
H 1.0776 0.3114 -1.5235
H 1.3290 1.6532 -0.3570
H -1.0537 1.5387 0.2506
H -1.3923 -0.9260 -0.9204
H -0.3420 -0.2092 2.0229
*
```

Calculated values
HOMO = -9.91 eV

Here are the Löwdin charges for atoms 1 to 6, given in e: number 1, O, carries -0.0467; number 2, C, carries -0.0640; number 3, C, carries -0.3018; number 4, O, carries -0.0118; number 5, C, carries -0.3168; number 6, O, carries -0.0950

The most stable arrangement is arrangement iii, and the next structure is 272.3 kJ/mol less stable.